# 1
C11H26AsCl4F6N2O3 as an isolated structure at a distorted geometry. Source: the OMol25 dataset; level of theory: ωB97M-V/def2-TZVPD.

Geometry as XYZ:
```
53
Properties=species:S:1:pos:R:3:forces:R:3
As -29.549 -12.138 -5.312 0.60 0.39 -1.53
F -29.963 -10.475 -4.742 0.60 -2.05 -0.20
F -30.975 -12.894 -4.604 0.39 0.69 0.07
F -29.108 -13.759 -5.886 -0.17 1.04 0.56
F -28.027 -11.543 -6.141 -1.80 -0.60 2.04
F -28.700 -12.493 -3.736 -0.32 0.53 -1.19
F -30.409 -11.780 -6.802 0.38 -0.41 1.06
Cl -26.635 -7.299 -3.521 -0.81 -0.70 -0.46
C -27.670 -8.330 -4.657 0.43 -0.04 -0.11
C -28.384 -7.436 -5.676 -0.17 -0.48 0.04
Cl -27.375 -6.476 -6.775 0.53 0.33 0.30
H -28.397 -8.927 -4.107 -0.24 0.72 0.38
H -27.020 -9.130 -5.009 0.30 0.59 -0.66
H -29.053 -6.784 -5.115 0.15 0.20 -0.20
H -28.970 -7.968 -6.426 -0.15 -0.65 0.69
Cl -32.980 -13.305 -9.673 0.31 -0.02 -0.59
C -33.360 -13.555 -7.985 0.39 0.28 1.10
C -34.831 -13.294 -7.721 0.39 0.16 0.15
Cl -35.768 -14.670 -8.346 -0.38 -0.03 0.20
H -32.710 -12.932 -7.370 -0.22 0.69 -0.24
H -33.006 -14.532 -7.658 -0.60 -0.36 -0.41
H -35.203 -12.392 -8.205 0.27 -0.14 -0.26
H -35.005 -13.123 -6.658 -0.09 -0.55 0.07
C -25.123 -12.427 -8.092 -1.48 -1.36 -0.75
C -26.190 -11.702 -8.962 0.29 -0.59 2.52
C -27.453 -12.541 -9.329 1.81 1.22 -0.13
O -26.624 -10.649 -8.138 -0.17 1.75 -0.46
H -24.202 -11.880 -7.891 -0.09 -0.14 -0.41
H -25.050 -13.410 -8.558 1.21 -0.14 -0.25
H -25.577 -12.731 -7.148 -0.16 0.53 0.29
H -25.668 -11.266 -9.813 -0.42 -0.05 -0.33
H -28.068 -11.735 -9.728 -0.41 -0.62 -0.72
H -27.990 -12.930 -8.464 0.41 -0.24 0.10
H -27.089 -13.305 -10.016 -0.84 -0.12 -0.23
H -27.322 -10.969 -7.562 0.09 -0.04 -0.04
O -27.837 -10.961 0.720 -0.17 -2.03 0.20
C -27.948 -9.947 0.078 -2.14 -0.92 -2.17
N -27.423 -8.847 0.532 1.31 3.04 0.54
C -28.684 -9.896 -1.316 0.90 -0.15 0.35
H -27.487 -7.945 0.082 -0.01 -0.34 -0.18
H -26.752 -8.931 1.282 -0.27 -0.01 0.04
H -29.415 -10.684 -1.501 -0.09 0.05 0.65
H -27.910 -10.124 -2.049 0.24 0.13 -0.07
H -29.118 -8.948 -1.634 0.08 0.12 0.42
O -31.475 -14.180 -1.052 -4.30 0.58 2.44
C -30.480 -14.299 -1.674 5.88 -0.77 -2.39
N -29.385 -13.594 -1.340 -1.41 -0.37 0.56
C -30.313 -15.360 -2.694 -1.57 -1.24 -1.66
H -29.523 -12.989 -0.543 0.67 0.69 0.06
H -28.791 -13.369 -2.126 0.51 0.53 -0.27
H -30.013 -16.297 -2.224 -0.05 0.17 0.40
H -29.697 -15.229 -3.583 0.61 1.03 0.49
H -31.286 -15.513 -3.161 -0.21 -0.29 0.21
```
Forces are in eV/Å.

As for the multiplicity: 2. The highest occupied orbital energy (alpha / beta) is -8.823 / -8.823 eV. The expectation value of S² is 0.76. The calculation puts the LUMO energy (alpha / beta) at -1.12 / -6.59 eV. As for the total charge: 0.

***

# 2
C35H26ClF3FeN3O2SbSe as an isolated structure at a distorted geometry. Source: the OMol25 dataset; level of theory: ωB97M-V/def2-TZVPD.

Geometry as XYZ:
```
73
Properties=species:S:1:pos:R:3:forces:R:3
Fe 0.961 -0.870 0.199 -2.92 -0.66 -0.32
Cl -1.143 -4.783 6.187 -0.04 -0.14 0.19
C -0.878 -3.648 4.920 0.14 -0.03 -0.45
C -1.164 -2.290 5.128 0.05 -0.24 -0.14
C -0.955 -1.375 4.133 0.04 0.31 -0.37
C -0.434 -1.751 2.871 0.07 -1.10 0.41
O -0.210 -0.859 1.963 1.31 0.58 -1.76
C -0.181 -3.148 2.660 0.02 0.83 0.00
C 0.297 -3.639 1.406 -0.10 -0.26 0.33
O 0.504 -2.993 0.372 0.40 0.69 -0.36
C -0.400 -4.067 3.703 -0.09 0.11 0.27
H -1.551 -1.975 6.084 -0.05 0.03 0.11
H -1.184 -0.328 4.281 0.05 0.01 0.08
H 0.496 -4.722 1.371 -0.13 0.01 -0.09
H -0.182 -5.109 3.531 -0.01 -0.19 0.03
Se 3.069 -1.108 0.939 2.34 -0.27 1.14
C 4.976 -1.062 0.730 -0.49 0.12 -0.36
C 5.558 -0.770 -0.501 -0.15 0.07 -0.23
C 6.934 -0.770 -0.626 0.05 0.03 -0.07
C 7.737 -1.052 0.470 -0.09 0.00 0.03
C 7.157 -1.330 1.699 0.07 0.00 0.00
C 5.782 -1.337 1.835 -0.40 -0.04 0.26
H 4.936 -0.536 -1.353 -0.01 -0.02 -0.06
H 7.390 -0.545 -1.578 -0.03 0.02 -0.08
H 8.812 -1.052 0.365 0.05 0.00 0.00
H 7.785 -1.540 2.553 -0.03 -0.03 0.08
H 5.320 -1.548 2.788 0.03 -0.05 0.08
F -4.876 6.795 0.842 -0.05 0.04 -0.03
C -4.149 5.677 0.977 0.20 -0.21 0.03
C -4.571 4.705 1.868 -0.07 0.28 -0.06
C -3.806 3.562 2.004 0.01 -0.04 -0.10
C -2.660 3.384 1.243 0.68 -0.84 -0.09
C -2.237 4.385 0.384 -0.16 -0.01 -0.05
C -2.988 5.538 0.236 -0.13 0.26 0.02
Sb -1.596 1.502 1.536 -0.61 0.65 0.07
C -0.199 1.685 -0.139 -0.40 -0.20 0.74
C -0.654 1.741 -1.452 0.08 0.15 -0.34
C 0.221 1.940 -2.505 -0.04 0.15 0.03
C 1.571 2.080 -2.233 0.03 0.02 0.20
F 2.425 2.245 -3.256 -0.04 0.01 0.14
C 2.056 2.056 -0.939 0.18 0.03 -0.37
C 1.162 1.858 0.108 0.05 -0.03 0.04
C -2.919 0.336 0.276 0.38 0.54 0.49
C -2.815 -1.044 0.258 -0.07 -0.08 -0.04
C -3.527 -1.795 -0.661 -0.19 -0.15 -0.26
C -4.348 -1.140 -1.561 0.13 0.11 0.10
F -5.012 -1.862 -2.485 0.03 0.06 0.05
C -4.493 0.235 -1.541 -0.15 -0.11 -0.18
C -3.776 0.970 -0.613 -0.14 -0.12 0.02
H -5.473 4.854 2.441 -0.10 0.06 0.06
H -4.112 2.798 2.705 -0.13 -0.07 0.09
H -1.321 4.267 -0.179 0.04 0.04 -0.12
H -2.683 6.326 -0.436 -0.01 0.11 -0.04
H -1.712 1.657 -1.652 0.00 -0.07 -0.11
H -0.128 2.001 -3.524 -0.02 -0.01 -0.16
H 3.105 2.224 -0.753 0.20 -0.01 -0.02
H 1.520 1.927 1.128 0.07 -0.07 0.08
H -2.178 -1.547 0.964 0.09 -0.14 0.07
H -3.449 -2.870 -0.685 -0.04 -0.16 -0.02
H -5.155 0.725 -2.237 -0.12 -0.02 -0.12
H -3.892 2.046 -0.582 -0.02 0.05 -0.05
N -1.513 -1.519 -4.946 -0.34 -0.06 -0.17
C -0.395 -1.360 -4.224 0.66 0.18 0.57
C -0.409 -1.281 -2.808 -0.36 -0.14 -0.09
N 0.704 -1.096 -2.125 0.39 0.02 0.76
C 1.851 -0.990 -2.805 0.30 -0.02 -0.11
C 1.860 -1.055 -4.190 0.02 0.05 0.54
N 0.758 -1.233 -4.886 -0.46 -0.06 -0.38
H -2.395 -1.723 -4.514 -0.05 -0.02 0.00
H -1.417 -1.626 -5.942 -0.05 -0.02 0.03
H -1.330 -1.372 -2.250 -0.11 0.03 0.03
H 2.751 -0.851 -2.226 0.08 0.03 -0.05
H 2.775 -0.946 -4.753 0.15 -0.01 0.02
```
Forces are in eV/Å.

As for the multiplicity: 6. The highest occupied orbital energy (alpha / beta) is -10.588 / -10.595 eV. The expectation value of S² is 8.78. The value obtained for the energy above the lowest of the compared OMol25 structures with the same formula, charge and spin is 1.0951 eV. The calculation puts the LUMO energy (alpha / beta) at -2.83 / -5.60 eV. As for the total charge: +1.

***

# 3
The molecule C17H23NO2 at a distorted geometry. Source: the OMol25 dataset; level of theory: ωB97M-V/def2-TZVPD.

Geometry as XYZ:
```
43
Properties=species:S:1:pos:R:3:forces:R:3
C 1.162 4.479 3.215 -0.39 -0.67 0.32
C 1.437 3.366 2.849 0.14 -0.11 -0.15
C 1.677 1.953 2.481 -0.50 0.57 -0.22
C 0.532 1.088 3.065 0.84 -0.46 0.86
C 0.917 -0.426 3.062 -0.31 0.70 -0.70
C 0.266 -1.197 1.922 0.23 0.47 0.78
C 0.925 -2.172 1.321 -0.55 -0.49 -1.09
C 0.195 -2.841 0.168 0.20 1.00 0.44
O 0.233 -4.022 -0.038 0.22 -0.46 -0.34
C -0.619 -1.877 -0.690 0.20 -0.80 -0.59
C -0.571 -2.093 -2.196 0.98 -0.20 0.33
C 0.357 -1.035 -2.898 -0.01 0.08 0.13
C 1.311 -0.296 -1.928 -0.25 0.39 -0.22
C 1.225 -1.655 -4.032 0.01 0.38 0.51
C -1.285 -0.904 -0.083 0.09 0.24 0.32
C -2.098 0.133 -0.820 0.24 0.44 0.72
C -1.833 1.576 -0.335 -1.39 0.20 -0.21
N -2.754 2.459 -1.103 0.37 -0.20 0.02
C -1.141 -0.884 1.428 0.58 -0.09 -0.67
O -2.055 -0.676 2.178 -0.30 0.35 0.33
H 0.702 5.285 3.741 0.33 0.29 -0.29
H 2.644 1.627 2.879 -0.15 0.05 0.00
H 1.726 1.866 1.386 0.03 -0.06 0.17
H 0.453 1.395 4.116 -0.29 0.01 -0.26
H -0.426 1.282 2.578 0.20 0.05 0.08
H 0.766 -0.896 4.039 -0.29 0.09 -0.19
H 1.998 -0.453 2.863 -0.20 -0.30 0.18
H 1.925 -2.480 1.617 -0.23 -0.19 -0.06
H -1.570 -2.136 -2.638 0.16 0.16 0.03
H -0.102 -3.071 -2.369 -0.30 0.09 0.14
H -0.305 -0.268 -3.323 0.22 -0.15 -0.06
H 2.045 0.262 -2.524 -0.06 -0.19 0.14
H 1.848 -0.971 -1.250 -0.06 0.04 -0.20
H 0.790 0.457 -1.324 0.05 -0.29 0.01
H 2.273 -1.646 -3.701 -0.19 -0.22 -0.11
H 0.958 -2.692 -4.252 -0.09 0.28 -0.25
H 1.191 -1.008 -4.915 -0.09 -0.40 -0.04
H -1.871 0.124 -1.891 -0.15 -0.28 0.16
H -3.169 -0.062 -0.670 0.18 -0.02 -0.09
H -0.806 1.905 -0.523 -0.07 -0.20 0.22
H -2.116 1.677 0.723 0.62 -0.29 -0.03
H -3.067 3.220 -0.514 0.03 0.04 -0.13
H -3.579 1.924 -1.350 -0.03 0.15 0.02
```
Forces are in eV/Å.

As for the multiplicity: 1. The highest occupied orbital energy is -9.534 eV. The value obtained for the energy above the lowest of the compared OMol25 structures with the same formula, charge and spin is 4.9363 eV. The calculation puts the LUMO energy at -0.52 eV. As for the total charge: 0.

***

# 4
A 8-piece molecular cluster, C28H56Br4O18 overall at a distorted geometry. Source: the OMol25 dataset; level of theory: ωB97M-V/def2-TZVPD.

Geometry as XYZ:
```
106
Properties=species:S:1:pos:R:3:forces:R:3
C -3.834 6.305 -3.456 -0.95 0.06 -1.92
C -4.135 5.530 -4.776 0.64 -0.97 0.84
O -3.021 5.713 -5.734 -0.88 -0.27 1.21
C -2.850 4.680 -6.571 1.84 3.55 0.26
O -3.545 3.754 -6.651 -1.86 -3.27 -0.50
O -1.764 4.970 -7.310 -0.17 -1.62 -0.38
C -1.396 3.899 -8.242 1.91 2.78 -0.90
H -2.996 5.831 -2.967 0.10 -0.03 0.33
H -4.788 6.169 -2.907 0.76 0.42 0.21
H -3.601 7.370 -3.673 -0.32 -0.68 0.36
H -5.072 5.822 -5.270 0.37 0.11 0.17
H -4.246 4.433 -4.460 0.32 1.44 -0.90
H -1.334 2.906 -7.863 0.06 -0.43 0.78
H -0.417 4.320 -8.632 -0.80 -1.06 0.71
H -1.993 3.916 -9.129 -1.02 -0.02 -0.25
C -4.613 -3.153 -0.268 1.33 1.91 1.42
C -3.499 -4.097 -0.504 -0.54 -1.99 -1.21
O -2.329 -3.447 -0.873 1.75 1.64 -0.85
C -2.305 -2.982 -2.156 -1.26 -0.93 1.02
O -3.131 -3.300 -2.982 1.04 0.60 -0.02
O -1.291 -2.146 -2.249 0.51 -0.31 -0.41
C -0.903 -1.780 -3.575 0.16 -1.44 -0.64
H -4.170 -2.257 0.282 -0.83 -1.15 0.04
H -5.401 -3.645 0.263 -0.60 0.09 0.33
H -4.915 -2.707 -1.182 -0.71 0.05 -1.01
H -3.750 -4.717 -1.375 -0.22 -0.32 0.42
H -3.228 -4.756 0.310 -0.16 0.15 0.39
H -1.602 -1.120 -4.006 -0.65 1.30 -0.19
H -0.923 -2.629 -4.275 0.06 -0.16 0.59
H 0.108 -1.418 -3.543 0.14 0.48 0.27
C -2.765 -1.481 4.176 0.03 -1.38 -0.14
C -1.565 -2.222 3.433 -3.84 1.25 -0.06
O -1.496 -3.530 3.888 1.59 -0.53 0.80
C -2.413 -4.431 3.703 -0.25 -0.49 -1.54
O -3.306 -4.418 2.881 0.19 0.49 0.61
O -2.109 -5.464 4.485 -0.35 0.03 0.16
C -3.191 -6.364 4.529 -0.49 -1.79 -0.43
H -3.753 -1.656 3.715 0.64 0.16 -0.28
H -2.498 -0.458 4.159 -0.14 1.32 -0.04
H -2.953 -1.760 5.236 0.81 -0.09 -0.53
H -0.660 -1.770 3.723 1.17 0.48 0.04
H -1.784 -2.112 2.343 0.55 -0.38 0.65
H -4.104 -5.852 4.716 -0.81 0.61 -0.05
H -3.074 -7.037 5.359 0.59 -0.23 0.36
H -3.321 -6.980 3.612 0.34 0.62 0.42
C 3.226 -0.516 -2.626 2.48 -0.28 1.07
C 2.825 -0.527 -1.180 -0.91 -1.58 0.83
O 1.438 0.000 -1.274 0.42 -0.24 0.74
C 0.468 -0.162 -0.355 -0.11 0.69 1.03
O 0.581 -0.487 0.832 -0.35 0.29 -2.57
O -0.664 0.245 -1.005 1.07 0.04 0.72
C -1.924 0.296 -0.294 0.77 -0.10 -1.73
H 3.282 0.506 -2.909 0.36 0.91 -0.60
H 2.450 -0.951 -3.143 -1.61 -1.09 -1.42
H 4.182 -1.072 -2.866 -0.99 0.77 0.51
H 3.500 -0.006 -0.502 -0.47 0.68 -0.13
H 2.776 -1.559 -0.766 -0.21 0.49 -0.34
H -2.648 0.625 -1.062 0.30 -0.55 0.44
H -1.904 1.046 0.455 0.13 0.45 1.00
H -2.069 -0.705 0.052 -0.75 -0.45 0.54
C 3.388 3.921 -0.856 -1.26 0.49 0.52
C 4.352 3.495 0.232 -0.16 -0.99 -1.57
O 4.777 2.149 -0.126 -2.28 1.03 0.04
C 6.027 1.914 -0.209 3.22 1.99 0.64
O 6.959 2.722 -0.202 -1.44 -1.04 -0.32
O 6.163 0.621 -0.218 0.67 -1.69 -0.65
C 7.519 0.200 -0.264 1.00 0.01 0.43
H 2.550 3.208 -1.029 0.76 0.18 0.21
H 3.870 4.136 -1.804 0.24 -0.13 -0.01
H 2.889 4.848 -0.529 0.19 -0.10 -0.14
H 3.913 3.297 1.180 -0.56 0.57 0.84
H 5.214 4.138 0.283 0.26 0.15 0.21
H 8.011 0.542 0.657 -0.18 -0.48 0.05
H 8.118 0.738 -1.030 -0.73 -0.73 -0.05
H 7.478 -0.902 -0.338 0.31 0.73 -0.15
C 4.199 -1.171 3.318 0.05 0.57 0.80
C 5.344 -0.297 2.905 -0.02 0.26 1.35
O 5.712 0.455 4.097 -0.64 -2.36 0.50
C 5.911 1.720 3.960 0.59 -0.22 0.10
O 6.176 2.231 2.918 0.13 1.70 -1.20
O 5.836 2.264 5.158 -0.13 0.56 0.95
C 6.231 3.620 5.231 -0.98 0.93 2.06
H 4.457 -1.814 4.184 -0.26 0.25 -0.70
H 3.913 -1.692 2.447 -0.33 -1.28 -0.84
H 3.338 -0.543 3.539 -0.02 0.01 0.39
H 5.035 0.448 2.192 0.19 -0.16 -0.72
H 6.201 -0.899 2.619 0.17 0.25 -0.35
H 5.952 4.074 6.220 -0.01 -1.15 -0.46
H 5.631 4.219 4.575 0.46 0.30 -1.05
H 7.295 3.697 5.236 0.70 0.28 -0.89
Br -8.724 3.145 0.472 -0.16 -0.19 -0.36
C -7.535 2.013 1.467 2.12 1.22 -0.29
C -6.649 1.055 0.703 0.07 0.04 -0.39
Br -5.211 2.031 -0.230 -0.41 -0.33 0.10
H -8.076 1.442 2.146 -1.26 -0.75 1.23
H -6.891 2.741 1.996 -0.40 -0.57 -0.01
H -7.227 0.488 -0.033 0.35 0.13 0.03
H -6.135 0.358 1.390 -0.32 0.44 -0.30
Br 2.621 -5.278 0.895 0.55 0.04 -0.44
C 1.086 -4.119 0.789 0.38 1.70 -0.30
C -0.057 -4.840 1.331 -1.52 -1.76 1.79
Br -0.652 -6.401 0.255 0.11 0.52 -0.07
H 0.794 -3.808 -0.248 1.00 -0.04 0.78
H 1.347 -3.241 1.474 -0.56 -1.01 -1.23
H -0.951 -4.201 1.440 0.49 -0.37 -0.07
H 0.219 -5.386 2.271 -0.51 0.98 -0.59
```
Forces are in eV/Å.

As for the multiplicity: 1. The highest occupied orbital energy is -9.830 eV. The value obtained for the energy above the lowest of the compared OMol25 structures with the same formula, charge and spin is 1.9642 eV. The calculation puts the LUMO energy at 0.29 eV. As for the total charge: 0.